{
  "formula": "C12H20N4O3S",
  "method": "ωB97M-V/def2-TZVPD",
  "fmax_ev_per_a": 2.0,
  "smiles": "Cn1cnc([N+](=O)[O-])c1SC[C@H](O)CN1CCCCC1",
  "charge": 0,
  "homo_energy_ev": -8.74,
  "spin_multiplicity": 1,
  "homo_lumo_gap_ev": 8.742,
  "e_above_lowest_kj_mol": 322.7,
  "species": ["C", "N", "C", "N", "C", "N", "O", "O", "C", "S", "C", "C", "O", "C", "N", "C", "C", "C", "C", "C", "H", "H", "H", "H", "H", "H", "H", "H", "H", "H", "H", "H", "H", "H", "H", "H", "H", "H", "H", "H"],
  "coordinates": [[2.63, 2.21, -2.01], [3.17, 1.26, -1.08], [3.97, 1.53, -0.01], [4.31, 0.46, 0.63], [3.74, -0.58, -0.04], [4.01, -1.90, 0.34], [4.57, -2.10, 1.39], [3.68, -2.79, -0.44], [3.00, -0.09, -1.12], [1.98, -0.79, -2.35], [1.05, -2.06, -1.46], [0.21, -1.48, -0.33], [-0.45, -2.56, 0.29], [-0.83, -0.47, -0.83], [-1.82, -0.25, 0.20], [-3.14, 0.09, -0.31], [-4.16, 0.04, 0.83], [-3.77, 1.02, 1.93], [-2.35, 0.70, 2.39], [-1.40, 0.72, 1.20], [3.20, 2.20, -2.94], [2.67, 3.20, -1.58], [1.60, 1.94, -2.25], [4.27, 2.52, 0.26], [0.41, -2.51, -2.22], [1.75, -2.81, -1.09], [0.88, -0.99, 0.40], [-1.26, -2.19, 0.67], [-1.33, -0.90, -1.71], [-0.34, 0.47, -1.15], [-3.41, -0.64, -1.07], [-3.15, 1.09, -0.77], [-5.15, 0.28, 0.43], [-4.19, -0.97, 1.24], [-4.46, 0.96, 2.76], [-3.80, 2.04, 1.54], [-2.01, 1.43, 3.13], [-2.33, -0.29, 2.85], [-0.39, 0.46, 1.53], [-1.36, 1.73, 0.77]],
  "mulliken_charge": [-0.88, 0.09, -0.18, -0.64, 0.53, 1.07, -0.59, -0.64, -0.19, -0.17, -1.05, 0.67, -0.69, -0.81, 0.46, -0.86, -0.71, -0.68, -0.85, -0.73, 0.31, 0.31, 0.30, 0.42, 0.51, 0.50, 0.00, 0.40, 0.47, 0.14, 0.43, 0.35, 0.36, 0.28, 0.32, 0.32, 0.37, 0.31, 0.39, 0.35]
}


{
  "formula": "C45H51AsClMgN5O2PS",
  "method": "ωB97M-V/def2-TZVPD",
  "fmax_ev_per_a": 0.3,
  "charge": 1,
  "homo_energy_ev": -10.04,
  "spin_multiplicity": 1,
  "homo_lumo_gap_ev": 7.834,
  "e_above_lowest_kj_mol": 11.0,
  "species": ["Mg", "C", "C", "N", "C", "C", "N", "C", "C", "N", "H", "H", "H", "H", "H", "H", "H", "H", "H", "H", "H", "H", "H", "H", "H", "Cl", "C", "C", "C", "C", "O", "C", "C", "O", "C", "H", "H", "H", "H", "C", "C", "C", "C", "N", "C", "S", "N", "C", "H", "H", "H", "H", "H", "H", "H", "H", "C", "C", "As", "C", "C", "C", "C", "C", "C", "C", "C", "C", "C", "C", "C", "P", "C", "C", "C", "C", "C", "C", "C", "C", "C", "C", "C", "C", "H", "H", "H", "H", "H", "H", "H", "H", "H", "H", "H", "H", "H", "H", "H", "H", "H", "H", "H", "H", "H", "H", "H", "H"],
  "coordinates": [[-1.05, -0.06, 0.15], [-0.85, 1.28, -2.49], [-0.05, 2.24, -1.61], [0.20, 1.69, -0.26], [-0.14, 2.61, 0.84], [-1.65, 2.82, 0.94], [-2.37, 1.54, 0.90], [-3.53, 1.50, -0.01], [-3.08, 1.58, -1.46], [-1.95, 0.66, -1.74], [-1.20, 1.82, -3.38], [-0.19, 0.48, -2.84], [0.90, 2.47, -2.11], [-0.58, 3.19, -1.51], [1.17, 1.42, -0.14], [0.23, 2.16, 1.76], [0.36, 3.58, 0.73], [-1.87, 3.37, 1.86], [-2.00, 3.45, 0.12], [-2.67, 1.29, 1.84], [-4.04, 0.55, 0.17], [-4.24, 2.31, 0.19], [-3.93, 1.36, -2.11], [-2.76, 2.59, -1.70], [-2.28, -0.17, -2.22], [-2.19, -6.28, 3.81], [-2.11, -4.92, 2.74], [-2.82, -4.96, 1.52], [-2.80, -3.90, 0.66], [-2.07, -2.71, 0.96], [-2.07, -1.73, 0.13], [-1.34, -2.70, 2.19], [-0.59, -1.57, 2.62], [-0.46, -0.48, 2.03], [-1.38, -3.82, 3.06], [-3.39, -5.85, 1.28], [-3.34, -3.93, -0.28], [-0.10, -1.67, 3.60], [-0.83, -3.78, 3.99], [6.50, -2.67, 3.26], [6.06, -1.82, 2.12], [6.68, -1.75, 0.91], [6.11, -0.92, -0.08], [5.01, -0.23, 0.12], [4.38, -0.30, 1.31], [2.92, 0.46, 1.67], [4.94, -1.09, 2.28], [6.77, -0.78, -1.41], [7.43, -3.18, 3.02], [5.74, -3.42, 3.48], [6.65, -2.06, 4.16], [7.58, -2.33, 0.71], [4.43, -1.13, 3.16], [7.43, -1.62, -1.62], [7.36, 0.14, -1.43], [6.01, -0.70, -2.19], [1.86, -2.69, -0.15], [3.02, -3.43, -0.79], [3.91, -4.52, 0.60], [5.26, -5.39, -0.49], [5.86, -4.73, -1.56], [6.89, -5.33, -2.27], [7.34, -6.59, -1.92], [6.75, -7.26, -0.86], [5.72, -6.66, -0.14], [2.53, -5.90, 0.60], [1.65, -5.95, 1.68], [0.57, -6.83, 1.67], [0.37, -7.67, 0.58], [1.25, -7.62, -0.50], [2.32, -6.74, -0.49], [0.75, -1.77, -1.29], [-0.24, -3.06, -2.10], [-1.08, -2.69, -3.15], [-1.93, -3.60, -3.75], [-1.96, -4.92, -3.30], [-1.13, -5.30, -2.26], [-0.28, -4.38, -1.66], [1.88, -1.20, -2.61], [2.01, -1.83, -3.85], [2.87, -1.31, -4.81], [3.61, -0.16, -4.55], [3.50, 0.45, -3.31], [2.64, -0.06, -2.35], [2.22, -1.95, 0.56], [1.21, -3.36, 0.43], [3.73, -2.71, -1.20], [2.71, -4.09, -1.60], [5.52, -3.75, -1.86], [7.34, -4.81, -3.11], [8.14, -7.06, -2.48], [7.09, -8.25, -0.58], [5.26, -7.19, 0.68], [1.81, -5.31, 2.54], [-0.10, -6.87, 2.52], [-0.46, -8.36, 0.58], [1.10, -8.28, -1.34], [2.99, -6.71, -1.34], [-1.06, -1.67, -3.53], [-2.57, -3.29, -4.57], [-2.63, -5.63, -3.76], [-1.14, -6.32, -1.90], [0.36, -4.72, -0.85], [1.44, -2.72, -4.07], [2.96, -1.80, -5.77], [4.27, 0.24, -5.30], [4.09, 1.33, -3.08], [2.60, 0.41, -1.37]],
  "mulliken_charge": [4.00, -0.38, -0.85, -0.76, -0.53, -0.93, -0.37, -0.82, -0.87, -0.36, 0.51, -0.17, 0.63, 0.42, -0.37, 0.34, 0.54, 0.53, 0.28, 0.36, 0.36, 0.41, 0.46, 0.36, 0.25, -0.21, -0.16, -0.42, -0.47, 0.24, -0.95, 0.88, -0.41, -0.71, -0.89, 0.48, 0.45, 0.30, 0.44, -1.55, 0.70, -0.61, 0.93, -0.24, -0.22, -0.43, 0.10, -1.26, 0.37, 0.33, 0.43, 0.42, 0.32, 0.37, 0.41, 0.16, -1.19, -0.58, 0.67, 0.14, 0.00, -0.80, -0.46, -0.65, -0.36, -0.18, -0.47, -0.49, -0.49, -0.96, -0.26, 1.19, 0.16, -0.65, -1.04, -0.84, -0.63, 0.19, 0.87, -0.89, -0.79, -0.62, -1.27, 0.06, -0.33, 0.24, 0.48, 0.91, 0.38, 0.43, 0.39, 0.41, 0.44, 0.39, 0.60, 0.46, 0.43, 0.48, 0.64, 0.46, 0.42, 0.45, -0.12, 0.40, 0.45, 0.42, 0.50, 0.18]
}


{
  "formula": "C2H6OSe",
  "method": "ωB97M-V/def2-TZVPD",
  "fmax_ev_per_a": 3.5,
  "charge": 0,
  "homo_energy_ev": [-7.41, -6.95],
  "spin_multiplicity": 1,
  "homo_lumo_gap_ev": [7.976, 7.540],
  "e_above_lowest_kj_mol": 359.9,
  "species": ["C", "C", "O", "Se", "H", "H", "H", "H", "H", "H"],
  "coordinates": [[-1.11, 0.73, 0.50], [0.27, -0.70, -1.29], [-0.37, 0.16, 1.56], [1.34, -1.40, 0.00], [-1.02, 1.83, 0.39], [-1.92, 0.03, 0.43], [-0.65, -1.22, -1.71], [0.58, 0.25, -1.85], [0.42, 0.61, 1.95], [2.46, -0.30, 0.01]],
  "mulliken_charge": [-0.39, -0.72, -0.43, -0.06, 0.27, 0.30, 0.35, 0.29, 0.30, 0.09]
}